# 1
DFT (wB97M-V/def2-TZVPD) results for a cluster of 4 separate species, C44H90N4O8P in total.

Its net charge is +1. For the LUMO energy, the calculation gives -3.94 eV. The calculation puts the total energy at -2892.38840 a.u. The value obtained for the HOMO-LUMO gap is 7.388 eV. The value obtained for the HOMO energy is -11.33 eV.

Cartesian coordinates (Å):
P -7.293 4.939 2.389
O -3.869 1.988 -0.410
O 0.318 2.526 0.452
O -6.500 6.179 1.854
O -8.900 1.573 3.405
O -1.734 -0.069 -2.539
O -10.157 -1.852 -1.024
O -8.800 5.404 2.324
O -6.955 4.648 3.766
N -8.490 2.762 1.395
N -6.130 2.512 1.585
N -5.277 2.101 -0.634
N -6.279 0.435 0.696
C -4.023 4.669 3.805
C -0.854 0.875 -0.565
C 6.718 -0.238 1.203
C 5.223 -9.581 -1.216
C 4.567 3.695 -0.552
C 10.930 -4.239 -0.833
C -8.675 2.201 2.462
C -7.149 3.470 1.274
C -5.575 3.904 -2.256
C -6.171 -0.619 -0.298
C 8.666 -3.029 -0.599
C -7.062 3.767 -0.244
C -1.054 5.422 -0.960
C 0.272 4.665 -0.704
C 4.199 1.261 0.111
C -5.879 1.637 0.553
C 6.437 -9.325 -0.325
C -8.389 4.923 -1.908
C -7.059 -1.796 0.086
C 5.530 -6.829 1.325
C -1.854 4.594 -1.952
C -1.949 0.994 -1.611
C 9.906 -6.569 -0.665
C -5.644 3.526 -0.796
C 4.755 1.357 1.533
C -8.437 -1.398 0.586
C -4.187 4.091 -2.920
C 4.572 -10.942 -0.980
C -3.247 5.133 -2.302
C 6.149 -9.300 1.175
C 5.112 -8.269 1.615
C 6.263 1.148 1.650
C -8.883 4.842 -2.991
C 0.400 3.934 0.622
C 4.807 2.229 -0.896
C 8.937 -1.972 -1.668
C -3.347 0.822 -1.073
C -7.656 5.110 -0.679
C 9.932 -3.536 0.088
C 0.240 1.819 1.668
C -5.111 2.784 2.621
C -4.238 4.016 2.423
C 10.372 -5.445 -1.586
C -9.358 -0.811 -0.491
H -0.314 1.803 -0.537
H 9.454 -1.111 -1.241
H -4.699 4.781 1.817
H -4.203 3.985 4.617
H 6.901 -8.380 -0.623
H 8.000 -1.618 -2.102
H 6.503 -0.415 0.148
H -6.053 3.153 -2.866
H 6.472 -6.590 1.821
H -3.041 5.088 3.912
H -2.520 -0.195 -3.067
H -6.871 5.823 -0.880
H 1.073 5.383 -0.686
H 10.439 -2.691 0.566
H -6.561 -2.382 0.842
H -1.269 0.721 0.418
H 6.226 -1.018 1.788
H 0.452 3.933 -1.477
H 11.328 -3.523 -1.557
H -8.430 -0.725 1.439
H 8.113 -3.862 -1.040
H -7.197 -2.434 -0.771
H -3.119 5.934 -3.012
H -0.144 0.124 -0.859
H -0.772 6.382 -1.365
H 5.287 -11.749 -1.148
H -7.080 6.841 1.465
H 7.087 -9.105 1.704
H -1.795 1.912 -2.163
H 4.326 0.240 -0.260
H 4.953 -8.378 2.691
H 9.548 -5.137 -2.236
H 10.725 -6.918 -0.033
H -3.295 0.031 -0.336
H -0.364 4.318 1.285
H 9.647 -4.210 0.900
H -6.716 0.226 1.581
H 6.551 1.290 2.695
H -3.692 5.611 -1.437
H -4.933 4.148 -0.263
H 4.363 2.022 -1.873
H 4.983 4.337 -1.329
H -5.575 2.773 3.587
H 1.367 4.150 1.063
H 3.496 3.905 -0.480
H 11.787 -4.561 -0.233
H -8.768 -0.337 -1.264
H 11.154 -5.830 -2.245
H 4.479 -8.791 -1.081
H -9.845 -2.027 -1.909
H -3.291 3.739 1.995
H -4.025 0.527 -1.859
H -4.431 4.435 -3.909
H -7.666 3.009 -0.723
H -4.444 1.933 2.652
H -1.280 4.587 -2.867
H 4.499 2.331 1.961
H 5.651 -6.651 0.255
H 9.545 -2.367 -2.482
H -5.176 -1.005 -0.389
H 6.798 1.911 1.080
H -8.377 5.524 0.010
H 5.879 2.048 -1.003
H -8.916 -2.297 0.930
H -3.729 3.118 -2.998
H -6.471 -0.264 -1.268
H -6.076 4.836 -2.446
H 4.186 -11.034 0.036
H -9.308 4.830 2.904
H 9.551 -7.417 -1.253
H 3.735 -11.089 -1.663
H -4.714 5.487 3.885
H 8.011 -2.595 0.160
H 3.116 1.433 0.150
H 5.824 -10.291 1.502
H -9.313 4.576 -3.908
H 4.244 0.615 2.155
H -1.946 3.618 -1.498
H 9.086 -6.250 -0.020
H 7.187 -10.099 -0.519
H 5.543 -9.524 -2.259
H -0.592 1.131 1.583
H -10.017 -0.106 -0.019
H 0.100 2.446 2.524
H 4.148 -8.475 1.141
H 7.795 -0.347 1.339
H -1.622 5.560 -0.054
H 4.774 -6.131 1.689
H 5.034 3.979 0.392
H 1.109 1.200 1.837

# 2
DFT (wB97M-V/def2-TZVPD) results for a cluster of 2 separate species, C3H6O2 in total.

For the LUMO energy, the calculation gives 0.88 eV. The calculation puts the total energy at -268.34024 a.u. The value obtained for the HOMO-LUMO gap is 10.996 eV. The value obtained for the HOMO energy is -10.12 eV. As for the SMILES: O=CO.C=C.

Cartesian coordinates (Å):
O 0.601 4.945 -3.724
O 0.637 4.418 -5.888
C -0.587 -4.061 4.834
C 1.180 4.957 -4.759
C -0.917 -4.081 3.549
H -0.292 4.666 -5.799
H -1.338 -3.907 5.603
H -1.881 -4.158 3.070
H 2.233 5.167 -4.975
H 0.427 -3.985 5.205
H -0.063 -3.960 2.884

# 3
DFT (wB97M-V/def2-TZVPD) results for a structure of composition C8H16Cl2LuN2O.

Its net charge is -1. For the LUMO energy, the calculation gives 2.46 eV. The calculation puts the total energy at -2655.24957 a.u. The value obtained for the HOMO-LUMO gap is 4.446 eV. The value obtained for the HOMO energy is -1.99 eV.

Cartesian coordinates (Å):
Lu -0.516 -0.283 -0.934
Cl -2.949 -0.866 -0.954
Cl 0.974 0.578 -2.629
O -1.020 1.436 0.359
N -1.855 3.331 1.278
N -2.932 2.365 -0.521
C 2.075 -0.947 1.435
C 0.891 -2.251 -0.393
C 3.380 -2.448 -0.209
C 2.231 -2.291 -1.193
C 3.432 -1.293 0.787
C -1.924 2.335 0.370
C 0.865 -1.246 0.624
C -0.353 -2.358 -1.405
H 3.812 -0.406 0.267
H 2.091 0.117 1.717
H -1.069 -3.085 -1.021
H 4.332 -2.533 -0.746
H -3.645 3.074 -0.408
H 2.204 -3.133 -1.894
H 0.028 -2.601 -2.403
H -0.082 -1.162 1.192
H 0.849 -3.213 0.158
H -3.200 1.486 -0.967
H -2.585 4.019 1.348
H 3.235 -3.381 0.352
H 1.991 -1.499 2.386
H 4.157 -1.528 1.576
H -1.129 3.286 1.976
H 2.319 -1.366 -1.783

# 4
DFT (wB97M-V/def2-TZVPD) results for the molecule C5H9NO6S2.

For the LUMO energy, the calculation gives 0.49 eV. The calculation puts the total energy at -1498.45001 a.u. The value obtained for the HOMO-LUMO gap is 9.610 eV. The value obtained for the HOMO energy is -9.12 eV. As for the SMILES: CSC[C@H]1OS(=O)(=O)O[C@]1(O)C(N)=O.

Cartesian coordinates (Å):
S 3.104 1.102 0.122
S -1.760 2.034 -0.257
O 4.198 0.577 -0.574
O 0.378 -0.912 1.253
O 2.498 0.037 1.062
O 1.929 1.180 -1.033
O 1.492 -2.960 0.235
O 3.384 2.315 0.749
N 2.466 -1.690 -1.456
C -2.506 0.306 -0.265
C 0.748 0.658 -0.489
C 1.220 -0.517 0.310
C 1.786 -1.921 -0.314
C -0.122 1.707 0.361
H 2.910 -2.437 -1.985
H -0.203 1.486 1.386
H 0.391 2.720 0.212
H 3.032 -0.838 -1.471
H -1.572 -0.382 -0.012
H 0.489 -1.867 1.604
H -3.080 -0.046 -1.141
H -3.337 0.200 0.474
H 0.053 0.377 -1.416

# 5
DFT (wB97M-V/def2-TZVPD) results for a cluster of 3 separate species, C19H45N4O10P in total.

For the LUMO energy, the calculation gives 0.53 eV. The calculation puts the total energy at -2063.70650 a.u. The value obtained for the HOMO-LUMO gap is 9.313 eV. The value obtained for the HOMO energy is -8.79 eV. As for the SMILES: CO[C@@](CN)(N(C(C)=O)C(C)=O)P(=O)(O)O.COCCNCCOC.COCCNCCOC.

Cartesian coordinates (Å):
P 3.976 0.598 -4.724
O 2.041 2.625 -3.671
O -1.934 5.951 3.081
O 2.739 0.292 -5.444
O -2.204 3.382 -0.739
O 4.424 1.970 -2.538
O -1.174 -7.511 2.020
O 5.111 -0.528 -4.873
O 4.671 1.942 -5.206
O 2.043 0.346 -0.302
O -0.914 -3.559 -0.326
N 6.012 -0.401 -2.218
N -3.952 4.229 1.742
N -1.515 -4.612 2.574
N 2.373 0.671 -2.574
C -2.447 7.185 2.625
C 4.548 -0.433 -2.138
C -1.805 -3.320 1.965
C -2.121 -6.960 2.924
C -2.884 2.523 0.157
C 1.936 -0.095 -1.409
C -4.126 3.133 0.797
C 0.138 -7.621 2.530
C -2.876 5.125 3.752
C 3.816 0.737 -2.845
C -1.293 4.287 -0.138
C 4.366 2.385 -1.181
C -3.199 3.891 2.941
C -2.584 -5.594 2.469
C -0.663 -4.932 -0.564
C 0.278 1.928 -2.222
C -2.053 -3.270 0.462
C 1.620 1.817 -2.887
C 1.354 -1.433 -1.730
H 4.843 1.667 -0.508
H -1.703 -6.908 3.934
H -0.304 2.686 -2.748
H 5.573 -0.410 -5.718
H -2.183 2.128 0.904
H 0.716 -8.197 1.810
H -0.838 3.869 0.764
H -1.780 5.235 0.108
H 3.334 2.558 -0.864
H -0.015 -5.372 0.200
H -2.966 -5.702 1.444
H -2.951 7.729 3.431
H -3.800 3.214 3.556
H -0.507 4.495 -0.865
H 1.303 -2.028 -0.817
H 0.347 -1.330 -2.137
H -3.419 -5.277 3.102
H -1.590 -5.508 -0.616
H 0.149 -8.148 3.489
H -4.677 2.331 1.300
H -0.149 -5.008 -1.522
H -3.787 5.687 3.978
H -0.961 -2.660 2.179
H -2.893 -3.906 0.156
H 5.328 2.276 -4.579
H -0.677 -4.994 2.154
H -3.216 1.673 -0.445
H -4.766 3.495 -0.011
H -2.249 3.384 2.721
H 6.378 0.028 -1.375
H 4.296 -0.422 -1.075
H -2.426 4.814 4.699
H 4.908 3.331 -1.129
H -2.331 -2.242 0.215
H -3.150 7.065 1.794
H 1.981 -1.952 -2.458
H 6.334 0.190 -2.972
H -1.601 7.778 2.281
H -2.678 -2.891 2.468
H 0.618 -6.645 2.665
H -0.280 0.991 -2.292
H 4.191 -1.370 -2.573
H -3.492 4.998 1.273
H 0.371 2.232 -1.179
H -2.984 -7.632 2.948

# 6
DFT (wB97M-V/def2-TZVPD) results for a cluster of 2 separate species, C2H4ClOP in total.

For the LUMO energy (alpha / beta), the calculation gives 0.12 / 0.12 eV. The calculation puts the total energy at -955.33630 a.u. The value obtained for the HOMO-LUMO gap (alpha / beta) is 9.526 / 9.526 eV. The value obtained for the HOMO energy (alpha / beta) is -9.41 / -9.41 eV. As for the SMILES: C=PCl.C=O.

Cartesian coordinates (Å):
Cl -3.348 0.397 -0.792
P -1.563 0.506 0.103
O 1.845 -0.835 0.054
C -0.820 1.914 -0.459
C 1.704 -1.904 0.558
H 0.907 -2.101 1.321
H 0.250 2.079 -0.061
H -1.332 2.757 -0.972
H 2.356 -2.813 0.248